Formula: C52H37Cl2HgNO4P2S2
Source: the Open Molecules 2025 dataset
Level of theory: wB97M-V/def2-TZVPD

The expectation value of S² is 0.761. Its charge is -1. For the HOMO energy (spin up / spin down), the calculation gives -4.24 / -4.29 eV. Its spin multiplicity is 2. For the energy relative to the best compared isomer or geometry (same formula, charge and spin), the calculation gives 0.5216 eV. The total energy is -133674.24398 eV. The LUMO energy (spin up / spin down) is 2.07 / 0.75 eV. For the gap between HOMO and LUMO (spin up / spin down), the calculation gives 6.3 / 5.0 eV.

Element x y z (Å)
Hg  -1.2441  1.6568  -0.0488
O  1.8118  -3.3605  1.6092
S  1.0621  -2.5570  0.6100
C  -0.2184  -3.6859  -0.0013
C  0.0008  -5.0545  0.0897
C  -0.9032  -5.9380  -0.4665
C  -2.0576  -5.4581  -1.0663
C  -2.3196  -4.1017  -1.0834
C  -1.4059  -3.1872  -0.5564
P  -1.8114  -1.3756  -0.4606
C  -2.2183  -1.0519  -2.2090
C  -1.5028  -1.6509  -3.2433
C  -1.7567  -1.2982  -4.5608
C  -2.7145  -0.3396  -4.8559
C  -3.4087  0.2843  -3.8288
C  -3.1496  -0.0548  -2.5107
C  -3.4560  -1.6409  0.3173
C  -3.4453  -1.7223  1.7082
C  -4.6106  -1.9709  2.4111
C  -5.8072  -2.1340  1.7317
C  -5.8252  -2.0608  0.3477
C  -4.6571  -1.8211  -0.3608
C  2.1096  -2.6949  -0.8928
C  2.3046  -3.9426  -1.4738
C  3.2439  -4.1124  -2.4716
C  4.0108  -3.0331  -2.8763
C  3.8123  -1.7899  -2.3080
C  2.8628  -1.5836  -1.3036
P  2.5321  0.1075  -0.5749
C  3.9996  0.1882  0.5226
C  4.7129  1.3752  0.7006
C  5.6765  1.4731  1.6913
C  5.9482  0.3922  2.5171
C  5.2587  -0.7958  2.3341
C  4.2793  -0.8945  1.3574
C  3.0122  1.0462  -2.0824
C  4.3029  1.4224  -2.4479
C  4.5290  2.0852  -3.6454
C  3.4751  2.3779  -4.4985
C  2.1917  1.9753  -4.1616
C  1.9677  1.3113  -2.9662
H  0.8788  -5.4067  0.6170
H  -0.7114  -7.0027  -0.4338
H  -2.7636  -6.1515  -1.5058
H  -3.2505  -3.7414  -1.5025
H  -0.7483  -2.3958  -3.0189
H  -1.1973  -1.7695  -5.3590
H  -2.9108  -0.0712  -5.8860
H  -4.1540  1.0371  -4.0509
H  -3.6841  0.4382  -1.7065
H  -2.5138  -1.5648  2.2383
H  -4.5834  -2.0238  3.4913
H  -6.7254  -2.3109  2.2766
H  -6.7594  -2.1905  -0.1841
H  -4.6971  -1.7664  -1.4405
H  1.7136  -4.7880  -1.1583
H  3.3869  -5.0864  -2.9209
H  4.7627  -3.1594  -3.6451
H  4.4124  -0.9611  -2.6506
H  4.4832  2.2329  0.0868
H  6.2049  2.4066  1.8390
H  6.6895  0.4848  3.3009
H  5.4483  -1.6493  2.9731
H  3.7289  -1.8216  1.2626
H  5.1419  1.1909  -1.8052
H  5.5377  2.3719  -3.9172
H  3.6550  2.9201  -5.4182
H  1.3667  2.1802  -4.8324
H  0.9621  0.9866  -2.7140
Cl  1.2791  6.0224  1.3521
C  0.8128  4.8065  2.5003
C  0.7264  5.1837  3.8364
C  0.4035  4.2576  4.7891
Cl  0.2984  4.7627  6.4527
C  0.1449  2.9180  4.4407
C  -0.1753  1.9136  5.3765
C  -0.4872  0.6591  4.9370
C  -0.5127  0.4206  3.5583
N  -0.1589  1.3100  2.6606
C  0.1955  2.5460  3.0651
C  0.5895  3.4985  2.0250
O  0.7186  3.1955  0.7922
H  0.9159  6.2119  4.1113
H  -0.1772  2.1548  6.4306
H  -0.7364  -0.1378  5.6243
H  -0.8176  -0.5451  3.1787
O  -8.8608  5.7583  0.2429
C  -7.7620  5.4617  -0.5034
O  -7.5754  6.0787  -1.5203
C  -6.8659  4.4093  0.0119
C  -5.7143  4.1154  -0.7264
C  -4.7601  3.2439  -0.2552
C  -4.9048  2.6213  0.9969
S  -3.6927  1.6217  1.7013
C  -6.0985  2.8580  1.7026
C  -7.0491  3.7311  1.2235
H  -8.8833  5.2130  1.0349
H  -5.5808  4.6107  -1.6787
H  -3.8631  3.0510  -0.8311
H  -6.2439  2.3537  2.6488
H  -7.9394  3.8720  1.8298

---

Formula: C5H6FO4
Source: the Open Molecules 2025 dataset
Level of theory: wB97M-V/def2-TZVPD

Its charge is -1. For the HOMO energy, the calculation gives -4.88 eV. The SMILES is C=CO[C@@]1([O-])OC[C@@H](F)O1. Its spin multiplicity is 1. For the energy relative to the best compared isomer or geometry (same formula, charge and spin), the calculation gives 0.0000 eV. The total energy is -16190.34414 eV. The LUMO energy is 4.06 eV. For the gap between HOMO and LUMO, the calculation gives 8.9 eV.

Element x y z (Å)
C  -2.7913  -1.1529  0.3908
C  -1.9566  -0.4294  -0.3618
O  -0.9155  0.2506  0.1596
C  -0.0105  0.8918  -0.7732
O  -0.5186  1.4176  -1.7750
O  0.7952  1.6982  0.0383
C  1.7430  0.9332  0.7547
C  2.0058  -0.3079  -0.1158
F  1.8343  -1.4633  0.7268
O  1.1077  -0.2914  -1.1081
H  -2.6471  -1.2617  1.4671
H  -3.6068  -1.6920  -0.0907
H  -2.0591  -0.3546  -1.4483
H  2.6484  1.5369  0.8923
H  1.3313  0.6251  1.7264
H  3.0398  -0.4003  -0.4831

---

Formula: C4H12NO
Source: the Open Molecules 2025 dataset
Level of theory: wB97M-V/def2-TZVPD

Its charge is +1. For the HOMO energy, the calculation gives -13.25 eV. Its spin multiplicity is 1. For the energy relative to the best compared isomer or geometry (same formula, charge and spin), the calculation gives 1.5774 eV. The total energy is -7872.71366 eV. The LUMO energy is -3.35 eV. For the gap between HOMO and LUMO, the calculation gives 9.9 eV.

Element x y z (Å)
C  0.7687  0.5775  -1.1017
C  0.3001  0.8541  0.3617
C  -1.1620  1.2091  0.3494
C  -2.0892  0.6010  1.0966
N  0.0805  -0.6533  -1.5676
H  0.5494  1.3764  -1.7902
H  1.8474  0.4589  -0.9792
H  0.7178  0.1288  1.0570
H  0.9100  1.7500  0.5992
H  -1.4869  2.1056  -0.1715
H  -2.9143  1.2176  1.4260
H  -1.9526  -0.3957  1.5131
H  0.0662  -1.3479  -0.8088
H  -0.8496  -0.4958  -1.9516
H  0.6392  -1.1362  -2.2754
H  0.9630  -2.0925  2.0019
H  2.2726  -2.1799  1.1151
O  1.3397  -1.9777  1.1260